No. 1
Entry from the Open Molecules 2025 dataset: the ion C9H20N4P with charge +1 in a non-equilibrium geometry (ωB97M-V with the def2-TZVPD basis set).

```
! RIJCOSX wB97M-V def2-TZVPD def2/J DEFGRID3
* xyz 1 1
P 0.6377 -0.1862 0.7757
N 1.1031 -1.4908 -0.1399
N 1.7143 1.2330 0.0264
N -1.7278 -0.7599 -0.5268
N -1.4562 1.5173 -0.0996
C 1.9900 1.1789 -1.2329
C -1.2374 -2.1113 -0.5860
C -2.6388 1.1273 0.5680
C -1.1485 2.8823 -0.1065
C -2.6530 -0.4746 0.5978
C 2.1275 -2.4421 0.3026
C -0.6974 0.4034 -0.4386
C 0.1506 -2.0532 -1.1508
C 2.2008 2.3289 0.8122
H -3.7126 -0.7805 0.5500
H -2.7235 1.5279 1.5983
H -2.1864 -0.4740 -1.4168
H 1.3439 2.6155 1.5036
H -2.1149 3.4768 -0.2776
H -0.8034 3.1560 1.0321
H 0.3057 -1.4856 -2.1230
H -2.1604 -0.9181 1.5839
H -1.1630 -2.4735 0.3556
H 2.5408 -2.0950 1.2958
H 3.0197 -2.3767 -0.3371
H 1.4491 0.4046 -1.6745
H 1.7738 -3.4185 0.4464
H 3.0119 1.9878 1.4885
H 2.4648 3.1399 0.0874
H 0.5592 -3.1640 -1.1777
H -3.4745 1.4038 0.0208
H -0.2949 3.1944 -0.8087
H 2.4775 1.8997 -1.8309
H -2.0316 -2.7847 -1.2115
*
```

Properties
Frontier orbital gap (alpha / beta) in eV: 6.5304 / 6.5297
DFT total energy in eV: -24895.363
Max |F| in eV Å⁻¹: 4.9

---

No. 2
Entry from the Open Molecules 2025 dataset: a cluster of 2 separate species, C5H14O in total in a non-equilibrium geometry (ωB97M-V with the def2-TZVPD basis set).

```
! RIJCOSX wB97M-V def2-TZVPD def2/J DEFGRID3
* xyz 1 2
O 2.3515 -2.5354 0.5255
C -1.4621 2.1126 -0.3134
C -1.4348 -0.0361 -1.5499
C 1.8714 -0.2756 1.0878
C 1.3452 -1.7099 0.9545
C -1.5396 0.5845 -0.1571
H -2.4788 0.2763 0.2952
H 3.0484 -2.0761 -0.0026
H -2.0943 0.4350 -2.2675
H 0.4592 -1.7537 0.2677
H -1.1747 2.6656 0.5686
H -0.7641 0.2806 0.5421
H 2.8985 -0.0879 0.7373
H 1.0264 -2.1238 1.9185
H 1.8828 0.0082 2.1415
H -1.7239 -1.0952 -1.5762
H -2.3830 2.5063 -0.7187
H -0.4105 -0.0313 -1.9072
H -0.7368 2.3521 -1.0948
H 1.3192 0.5038 0.5488
*
```

Properties
<S²>: 0.754
Frontier orbital gap (alpha / beta) in eV: 10.8942 / 4.3176
DFT total energy in eV: -7448.563
Max |F| in eV Å⁻¹: 2.5